#a
Density functional theory data (ωB97M-V/def2-TZVPD) for one molecule with the formula C3H6N2O3.

As for the spin multiplicity: 1.

Each line ends with the Löwdin charge.
Cartesian coordinates (Å):
O  -0.32583  1.75951  -2.43471  0.082
O  -0.09582  2.58274  -0.35236  0.128
O  1.15469  -1.27263  2.11025  0.047
N  0.23579  -2.34786  0.37242  0.164
N  -0.20852  0.35054  -0.67570  0.079
C  0.47871  -1.23008  1.09140  -0.519
C  -0.21463  0.08749  0.74847  -0.093
C  -0.21990  1.59434  -1.24155  -0.621
H  -1.20907  0.06678  1.21855  0.136
H  -0.57139  -0.34755  -1.30642  0.138
H  -0.37019  -2.42152  -0.42798  0.097
H  0.31075  0.90114  1.23778  0.125
H  0.88437  -3.11934  0.44115  0.116
H  0.15103  3.39643  -0.78130  0.123


#b
Density functional theory data (ωB97M-V/def2-TZVPD) for one molecule with the formula C3H6N2O3.

As for the spin multiplicity: 1.

Each line ends with the Löwdin charge.
Cartesian coordinates (Å):
O  2.71183  0.59819  -0.20667  -0.041
O  -0.08378  -0.10000  1.48164  0.051
O  -1.08085  2.21992  0.25509  0.094
N  1.43768  0.23248  -0.19588  -0.006
N  -1.13177  -0.06454  0.48572  -0.096
C  -1.33561  1.15218  -0.18863  -0.322
C  1.06810  0.10819  0.99275  -0.286
C  -1.19462  -1.25185  -0.37638  -0.037
H  1.79588  0.20660  1.76870  0.150
H  -2.04812  -1.02330  -0.91040  0.053
H  3.11625  0.36627  -1.04164  0.099
H  -1.84492  0.86105  -1.18670  0.159
H  -0.99757  -2.08140  0.26693  0.097
H  -0.41249  -1.22378  -1.14454  0.082


#c
Density functional theory data (ωB97M-V/def2-TZVPD) for one molecule with the formula C3H6N2O3.

As for the spin multiplicity: 1.

Each line ends with the Löwdin charge.
Cartesian coordinates (Å):
O  3.58808  -0.49714  -0.21303  0.123
O  2.23728  -1.33420  1.11735  0.160
O  1.84101  1.17265  1.51917  -0.013
N  2.54689  -0.50807  0.36017  -0.417
N  1.61078  0.61069  0.38864  -0.146
C  -0.67652  1.10293  -0.18483  0.005
C  0.64031  0.43050  -0.43715  -0.248
C  0.89150  -0.21114  -1.79231  0.006
H  -1.32959  0.40236  0.39638  0.117
H  1.97195  -0.62395  -1.84224  0.107
H  -1.12657  1.40059  -1.06790  0.053
H  -0.51478  1.97496  0.47154  0.096
H  0.80684  0.42462  -2.60637  0.062
H  0.35334  -1.15752  -1.86352  0.094


#d
Density functional theory data (ωB97M-V/def2-TZVPD) for one molecule with the formula C3H6N2O3.

As for the spin multiplicity: 1.

Each line ends with the Löwdin charge.
Cartesian coordinates (Å):
O  -0.83030  -1.03293  -2.10363  0.027
O  1.64667  0.80141  -0.65270  -0.087
O  -0.80677  -1.47197  0.30274  -0.002
N  -1.19779  0.76707  0.55888  0.089
N  -0.59129  1.92475  0.87594  -0.013
C  1.08970  -0.17389  0.26232  -0.235
C  -1.04252  -1.71882  -1.05425  -0.244
C  -0.26014  -0.09286  0.33742  -0.380
H  1.13568  0.67209  -1.57716  0.166
H  1.30036  -1.23085  -0.04195  0.155
H  -1.38360  -2.77843  -1.06520  0.145
H  0.46581  1.87147  1.38336  0.176
H  -1.11117  2.41704  1.54669  0.055
H  1.58535  0.04591  1.22755  0.148


Relative calculated energies, zero for the most stable structure, unit eV: #a 0.000; #b 5.699; #c 7.934; #d 4.691.


#a
Density functional theory data (ωB97M-V/def2-TZVPD) for a 3-piece molecular cluster, C3H6N2O3 overall.

As for the spin multiplicity: 1.

Each line ends with the Löwdin charge.
Cartesian coordinates (Å):
O  -3.52639  -0.01339  0.45337  -0.057
O  1.07171  0.68562  0.39974  0.115
O  -6.59584  -0.86497  -0.73007  0.125
N  -6.62768  -0.21977  1.42307  0.226
N  -6.56907  -0.53559  0.36434  -0.340
C  0.72380  -0.24958  -0.25922  -0.491
C  0.37614  -0.72111  -1.54428  -0.050
C  0.94870  -1.65291  -0.43288  -0.038
H  -0.66295  -0.84774  -1.73142  0.097
H  2.06535  -1.80454  -0.45065  0.134
H  -3.31008  -0.92485  0.55605  0.014
H  0.32171  -2.42214  -0.01630  0.100
H  0.94185  -0.22900  -2.36808  0.132
H  -3.94160  0.24556  1.29455  0.034


#b
Density functional theory data (ωB97M-V/def2-TZVPD) for a 3-piece molecular cluster, C3H6N2O3 overall.

As for the spin multiplicity: 1.

Each line ends with the Löwdin charge.
Cartesian coordinates (Å):
O  2.50716  -0.89401  -1.57664  -0.049
O  1.84694  0.32513  -1.39472  -0.110
O  -0.85837  -0.53449  -1.99545  0.182
N  0.15251  0.21679  0.04582  -0.001
N  -1.88171  -0.05746  0.73830  0.084
C  0.92209  -0.35084  1.13625  -0.069
C  -0.29774  -0.22234  -1.02226  -0.380
C  -2.41842  1.06674  0.72206  -0.137
H  0.25656  -0.91857  1.78650  0.076
H  2.05046  -1.28544  -2.34260  0.101
H  -1.97276  1.95784  0.25457  0.075
H  1.37152  0.47233  1.68600  0.086
H  -3.38964  1.21421  1.22306  0.069
H  1.71140  -0.98989  0.73909  0.073


Relative calculated energies, zero for the most stable structure, unit eV: #a 0.000; #b 3.401.


#a
Density functional theory data (ωB97M-V/def2-TZVPD) for a 2-piece molecular cluster, C10H13O2 overall.

Its net charge is -1. As for the spin multiplicity: 1.

Each line ends with the Löwdin charge.
Cartesian coordinates (Å):
O  -1.60576  -2.60410  -2.60197  -0.090
O  -0.38564  -3.13868  -0.93637  -0.088
C  0.35332  -1.29956  -2.34740  -0.181
C  -1.14241  2.91424  2.10690  -0.109
C  -0.30066  -0.65959  1.34527  -0.094
C  1.02820  1.70695  2.28437  -0.086
C  -0.33967  1.70505  1.97788  -0.305
C  0.18785  -1.32471  -3.85823  -0.140
C  -0.60959  -2.41460  -1.90360  -0.828
C  -0.99546  0.53422  1.40198  -0.028
C  1.76504  0.53976  2.04928  -0.097
C  1.00049  -0.63572  1.78352  -0.109
H  -1.42270  3.12587  3.22009  0.107
H  -1.97931  0.51539  0.94710  0.106
H  1.60951  2.57448  2.56477  0.096
H  0.02838  -0.32780  -1.72384  0.133
H  1.01356  -1.76665  -4.21443  0.017
H  1.39572  -1.58001  -2.06345  0.096
H  -2.17834  2.77112  1.65359  0.087
H  -0.69099  3.76551  1.60531  0.067
H  -0.79565  -1.56928  -4.18040  0.047
H  -0.63752  -1.64349  1.04081  0.098
H  2.91897  0.54637  2.05300  0.119
H  1.66834  -1.49943  1.98667  0.106
H  0.11431  -0.23534  -4.19086  0.076


#b
Density functional theory data (ωB97M-V/def2-TZVPD) for a 2-piece molecular cluster, C10H13O2 overall.

Its net charge is -1. As for the spin multiplicity: 1.

Each line ends with the Löwdin charge.
Cartesian coordinates (Å):
O  2.40811  2.56401  2.41290  -0.090
O  0.37696  3.13932  1.54860  -0.099
C  -1.59489  -1.08314  -0.49684  -0.056
C  -0.46290  -2.46949  -2.07321  -0.119
C  1.23511  2.36204  2.02886  -0.748
C  1.81742  -0.22732  1.78172  -0.114
C  -1.38436  1.45286  -0.60820  -0.069
C  0.16570  -1.33318  -2.59117  -0.100
C  -0.22145  -0.06615  -2.18975  -0.056
C  -1.04655  0.06940  -1.08362  -0.274
C  -1.21662  -2.34099  -0.91277  -0.110
C  0.78177  0.87201  2.15605  -0.181
H  -1.66534  -3.25227  -0.52551  0.095
H  0.62017  0.67141  3.22347  0.090
H  -0.19424  0.70885  1.69045  0.060
H  0.77698  -1.59457  -3.44751  0.091
H  1.70030  -0.70922  0.81084  0.043
H  0.11656  0.79830  -2.74850  0.113
H  -2.25995  -0.92407  0.34350  0.108
H  -0.44591  1.98612  -0.39149  0.073
H  -0.23569  -3.48346  -2.38575  0.089
H  -2.05007  2.00493  -1.26720  0.076
H  -1.75391  1.59241  0.41375  0.072
H  2.80293  0.23985  1.74527  0.056
H  1.72986  -0.97765  2.56611  0.048


#c
Density functional theory data (ωB97M-V/def2-TZVPD) for a 2-piece molecular cluster, C10H13O2 overall.

Its net charge is -1. As for the spin multiplicity: 1.

Each line ends with the Löwdin charge.
Cartesian coordinates (Å):
O  -0.36106  -1.96335  -0.94345  -0.091
O  0.34712  -4.10812  -0.78675  -0.097
C  -0.46507  2.12433  -0.41782  -0.281
C  0.10943  -2.96411  -0.35365  -0.764
C  1.89973  1.67884  -0.33602  -0.104
C  0.45798  -2.73774  1.16174  -0.204
C  -1.70523  2.66902  0.26909  -0.063
C  0.77586  2.25370  0.22393  -0.070
C  -0.53720  1.44102  -1.62179  -0.057
C  1.79886  0.96399  -1.52053  -0.102
C  0.58826  0.86006  -2.17372  -0.090
C  -0.80899  -2.44187  1.93486  -0.139
H  0.90754  -3.70677  1.41301  0.084
H  -1.83558  2.21610  1.25282  0.077
H  2.86747  1.84929  0.12251  0.093
H  -2.59751  2.48409  -0.32881  0.065
H  -1.64764  3.76129  0.32638  0.071
H  -1.52396  1.23542  -2.01559  0.108
H  -1.46089  -1.80166  1.34478  0.056
H  -0.65825  -1.90711  2.87523  0.047
H  0.74716  2.66108  1.22501  0.101
H  1.22490  -1.95945  1.17004  0.089
H  2.68769  0.46377  -1.88894  0.099
H  -1.37293  -3.35076  2.15484  0.064
H  0.56231  0.27894  -3.08719  0.106


#d
Density functional theory data (ωB97M-V/def2-TZVPD) for a 2-piece molecular cluster, C10H13O2 overall.

Its net charge is -1. As for the spin multiplicity: 1.

Each line ends with the Löwdin charge.
Cartesian coordinates (Å):
O  0.76109  -2.37301  3.45303  -0.119
O  -0.11235  -1.09276  2.01274  -0.078
C  -0.04401  -3.40868  1.27379  -0.042
C  -2.36039  0.56350  -1.65360  -0.139
C  -2.30940  1.05870  -0.41008  -0.073
C  -1.20384  0.33969  -2.51068  -0.107
C  -0.97742  1.28990  0.11752  -0.010
C  1.49419  1.08461  -0.17537  -0.257
C  0.09770  1.00700  -0.68359  -0.263
C  0.20405  -2.21934  2.34099  -0.803
C  0.09563  0.53048  -2.02361  -0.048
C  1.92196  2.31869  0.47949  -0.126
H  2.97179  2.25577  0.80456  0.081
H  1.12900  0.33274  -2.52259  0.131
H  -0.79820  -4.03875  1.79471  0.053
H  -0.39463  -3.10155  0.15866  0.095
H  -3.19753  0.22554  -2.32229  0.099
H  1.86907  3.20555  -0.07300  0.060
H  2.33602  0.83655  -0.88587  0.116
H  1.54943  2.37329  1.44286  0.050
H  0.80294  -3.88547  1.02180  -0.025
H  -3.21799  1.21516  0.10159  0.083
H  -1.33420  -0.30299  -3.43056  0.097
H  1.48053  0.24802  0.56513  0.126
H  -0.76343  1.53738  1.12435  0.101


Relative calculated energies, zero for the most stable structure, unit eV: #a 1.840; #b 0.265; #c 0.000; #d 2.162.